Record 1
The following is a quantum chemistry calculation of a molecular structure, C30H49GeIrN5OSi3, from OMol25.

CARTESIAN COORDINATES (ANGSTROEM)
Ir  0.213  -0.800  -0.074
N  -2.478  0.582  9.790
C  -2.195  0.425  8.689
C  -1.840  0.234  7.309
C  -2.129  1.230  6.378
C  -1.780  1.050  5.052
C  -1.160  -0.130  4.647
C  -0.878  -1.125  5.578
C  -1.211  -0.942  6.910
C  -0.799  -0.317  3.218
C  0.192  0.515  2.679
C  0.965  1.476  3.362
C  1.872  2.007  2.461
C  1.640  1.365  1.243
N  0.636  0.479  1.358
C  -1.433  -1.321  2.502
C  -2.348  -2.294  2.976
C  -2.582  -3.174  1.941
C  -1.834  -2.705  0.850
N  -1.155  -1.598  1.167
H  -2.620  2.138  6.701
H  -1.996  1.825  4.327
H  -0.391  -2.039  5.264
H  -0.988  -1.706  7.641
H  0.856  1.722  4.405
H  2.612  2.768  2.643
H  2.144  1.502  0.301
H  -2.746  -2.336  3.977
H  -3.214  -4.046  1.948
H  -1.770  -3.126  -0.143
C  1.237  2.688  -2.143
Si  -0.460  2.924  -1.384
C  -1.525  3.885  -2.581
C  -0.439  3.842  0.243
Ge  -1.311  0.610  -1.227
Si  -1.825  -0.642  -3.318
C  -2.815  0.551  -4.357
C  -0.178  -0.999  -4.123
C  -2.763  -2.220  -2.997
Si  -3.612  1.003  -0.079
C  -4.567  2.063  -1.262
C  -4.452  -0.617  0.228
C  -3.095  1.865  1.486
H  1.825  3.604  -2.041
H  1.142  2.476  -3.211
H  1.795  1.871  -1.690
H  -1.020  4.840  -2.757
H  -2.507  4.119  -2.173
H  -1.655  3.405  -3.550
H  0.330  4.617  0.197
H  -0.248  3.234  1.126
H  -1.397  4.347  0.382
H  -2.243  1.440  -4.623
H  -3.749  0.862  -3.894
H  -3.070  0.040  -5.291
H  0.280  -0.089  -4.515
H  -0.345  -1.678  -4.963
H  0.531  -1.469  -3.442
H  -3.768  -2.042  -2.615
H  -2.249  -2.887  -2.303
H  -2.860  -2.758  -3.943
H  -4.834  1.530  -2.172
H  -4.072  2.995  -1.525
H  -5.504  2.321  -0.755
H  -4.697  -1.155  -0.687
H  -5.396  -0.371  0.728
H  -3.892  -1.271  0.892
H  -2.867  2.916  1.319
H  -2.227  1.390  1.944
H  -3.929  1.801  2.193
C  2.859  -2.012  0.974
N  3.567  -1.123  0.064
C  4.762  -0.504  0.640
C  3.066  -0.759  -1.132
O  1.794  -0.741  -1.371
N  3.891  -0.448  -2.131
C  3.381  0.139  -3.368
C  5.252  -0.981  -2.231
H  3.566  -2.744  1.364
H  2.086  -2.576  0.444
H  2.429  -1.468  1.817
H  4.501  -0.112  1.625
H  5.098  0.321  0.020
H  5.571  -1.225  0.754
H  2.512  0.750  -3.164
H  3.115  -0.639  -4.084
H  4.166  0.761  -3.795
H  5.435  -1.711  -1.450
H  5.993  -0.184  -2.173
H  5.349  -1.478  -3.196

Cartesian forces, eV/Å:
Ir -0.365 -0.121 0.585
N -0.004 -0.001 0.005
C 0.005 0.000 0.014
C -0.007 0.014 -0.023
C 0.000 -0.010 0.007
C 0.044 0.013 0.033
C 0.004 0.032 -0.048
C -0.049 -0.019 0.020
C 0.003 -0.012 -0.008
C 0.048 -0.074 0.081
C -0.103 0.088 -0.080
C -0.031 -0.017 0.013
C 0.018 -0.005 -0.036
C 0.041 0.005 0.079
N 0.259 -0.182 -0.187
C 0.025 0.117 0.015
C 0.022 -0.088 -0.023
C -0.013 0.001 0.067
C 0.091 0.012 0.008
N 0.022 -0.097 -0.256
H 0.000 0.003 -0.004
H 0.001 0.002 0.015
H 0.013 0.008 0.008
H 0.004 0.001 0.000
H 0.020 0.009 -0.003
H -0.002 0.001 0.006
H 0.015 0.020 0.009
H -0.035 0.004 -0.018
H -0.002 -0.002 -0.002
H -0.033 -0.012 -0.006
C -0.035 -0.017 0.019
Si -0.066 0.187 -0.015
C 0.030 -0.048 0.002
C -0.069 -0.093 0.066
Ge 0.150 -0.064 -0.158
Si -0.099 0.079 -0.039
C 0.023 -0.096 -0.034
C 0.016 0.026 0.070
C 0.010 0.017 0.107
Si -0.156 0.120 0.076
C 0.004 -0.026 0.044
C 0.077 -0.019 -0.031
C 0.033 -0.010 -0.040
H -0.036 0.023 0.007
H -0.032 0.023 0.008
H -0.009 0.051 0.042
H 0.014 -0.005 0.000
H 0.017 0.021 -0.016
H -0.001 -0.026 0.002
H 0.007 -0.001 -0.015
H 0.022 -0.012 -0.041
H 0.019 0.029 -0.011
H 0.011 0.014 0.018
H -0.006 0.004 0.008
H 0.004 0.007 -0.004
H 0.004 0.010 0.019
H -0.016 0.017 -0.016
H 0.032 -0.031 -0.008
H 0.005 0.006 -0.006
H 0.018 -0.011 -0.021
H -0.016 0.018 -0.017
H -0.009 0.001 -0.005
H -0.004 -0.021 0.003
H 0.003 0.002 0.015
H 0.010 0.003 0.001
H -0.014 0.024 -0.021
H -0.027 0.018 0.001
H -0.018 -0.009 -0.014
H -0.049 0.028 -0.029
H -0.012 -0.015 0.000
C -0.046 -0.040 -0.151
N 0.012 0.154 0.166
C -0.028 -0.035 -0.007
C -0.290 -0.287 -0.179
O 0.452 0.304 -0.063
N 0.035 -0.002 0.002
C 0.026 -0.046 -0.003
C -0.028 -0.001 0.010
H 0.000 0.006 0.017
H 0.023 0.047 0.014
H -0.047 0.042 0.045
H 0.008 0.004 -0.004
H 0.006 0.014 -0.007
H 0.011 0.006 0.011
H 0.014 -0.061 -0.050
H 0.022 -0.026 0.002
H -0.014 0.012 -0.008
H 0.010 -0.011 -0.034
H 0.003 -0.002 0.010
H 0.008 0.011 -0.006

Results
- net charge = +2
- HOMO level (spin up / spin down) (eV) = -13.480 / -13.478
- ⟨S²⟩ = 0.76
- spin multiplicity = 2
- orbital gap (spin up / spin down) (eV) = 6.916 / 5.103
- ΔE to the lowest compared entry with this formula, charge and spin (eV) = 1.009



Record 2
The following is a quantum chemistry calculation of a molecular structure, C30H49I3N4O12P, from OMol25.

CARTESIAN COORDINATES (ANGSTROEM)
C  -1.215  2.114  1.603
C  -1.529  0.540  1.611
O  -2.535  0.235  0.635
C  -2.019  -0.623  -0.411
C  -1.504  0.177  -1.678
O  -0.134  -0.070  -2.021
C  0.756  0.626  -1.134
C  2.173  0.889  -1.824
C  2.896  -0.490  -1.806
I  3.555  -1.194  0.165
C  3.149  -1.344  -2.862
C  2.674  -0.967  -4.306
I  4.180  -3.244  -2.649
N  1.851  1.625  -3.062
C  1.609  2.982  -2.640
N  0.545  3.714  -2.877
P  -0.864  3.063  -3.806
O  -2.151  4.149  -3.547
O  -0.332  3.218  -5.426
N  2.802  3.316  -1.882
C  3.071  2.025  -1.110
I  5.270  1.876  -1.394
N  2.558  2.075  0.240
C  3.112  2.980  1.020
C  2.725  4.494  1.088
C  4.244  2.524  2.044
H  -1.106  2.512  0.554
H  -0.281  2.274  2.224
H  -2.085  2.642  2.085
H  -1.885  0.313  2.657
H  -0.554  0.000  1.472
H  -2.902  -1.262  -0.725
H  -1.232  -1.341  -0.052
H  -1.749  1.267  -1.500
H  -2.124  -0.169  -2.557
H  0.850  -0.008  -0.202
H  0.239  1.576  -0.819
H  1.604  -0.629  -4.377
H  3.306  -0.085  -4.645
H  2.864  -1.773  -5.071
H  1.169  1.226  -3.714
H  0.538  4.672  -2.513
H  -1.731  5.031  -3.451
H  0.321  3.950  -5.388
H  3.584  3.257  -2.561
H  3.645  5.147  1.193
H  2.230  4.839  0.130
H  1.972  4.719  1.905
H  3.939  1.524  2.448
H  4.178  3.252  2.911
H  5.268  2.557  1.592
O  -3.172  -1.655  -3.401
C  -4.050  -1.364  -4.171
O  -4.259  -2.002  -5.348
C  -5.308  -1.342  -6.073
C  -6.100  -0.590  -5.026
C  -5.034  -0.234  -4.007
H  -4.854  -0.675  -6.811
H  -5.914  -2.082  -6.593
H  -6.632  0.274  -5.427
H  -6.837  -1.255  -4.569
H  -4.536  0.708  -4.249
H  -5.434  -0.208  -2.995
O  3.322  -9.157  0.178
C  2.979  -8.275  -0.556
O  3.741  -7.803  -1.579
C  3.086  -6.682  -2.185
C  1.623  -6.833  -1.829
C  1.689  -7.501  -0.468
H  3.519  -5.762  -1.778
H  3.249  -6.701  -3.264
H  1.079  -5.887  -1.830
H  1.135  -7.502  -2.543
H  1.767  -6.771  0.341
H  0.844  -8.166  -0.304
O  0.397  4.706  3.309
C  0.860  4.129  4.259
O  0.818  2.783  4.413
C  1.356  2.429  5.698
C  2.234  3.597  6.094
C  1.518  4.772  5.453
H  0.527  2.277  6.392
H  1.921  1.501  5.615
H  2.360  3.694  7.172
H  3.226  3.484  5.648
H  0.745  5.184  6.105
H  2.214  5.550  5.144
O  -2.153  -1.028  7.368
C  -2.566  -1.524  6.359
O  -1.887  -1.515  5.181
C  -2.705  -2.091  4.153
C  -3.712  -2.954  4.881
C  -3.903  -2.198  6.184
H  -3.179  -1.282  3.591
H  -2.082  -2.675  3.474
H  -4.635  -3.105  4.321
H  -3.280  -3.937  5.087
H  -4.678  -1.434  6.103
H  -4.113  -2.870  7.014

Cartesian forces, eV/Å:
C -0.267 -0.912 0.430
C 0.523 2.011 0.705
O 1.588 -1.051 0.012
C -0.846 -0.387 -0.599
C -1.405 -0.457 0.000
O 0.551 1.076 0.111
C -0.485 -0.284 1.302
C 0.009 -0.863 0.977
C 1.040 -1.749 -1.544
I -0.622 0.726 -0.929
C -1.033 1.444 0.642
C 0.966 0.436 -0.461
I -0.697 1.449 -0.497
N -1.849 2.516 -0.511
C 2.812 -3.543 -0.331
N 0.345 0.952 -0.519
P -2.206 -1.746 -1.437
O 3.647 -0.144 -0.119
O 0.267 1.319 3.035
N -1.220 -0.045 -0.457
C -3.350 -0.450 2.200
I -0.139 -0.384 0.014
N 2.973 1.813 -1.405
C 0.456 0.186 0.998
C -0.056 0.020 -1.010
C -1.997 0.965 0.643
H 0.041 -0.435 1.079
H -1.124 0.091 -0.834
H 0.990 -0.383 -0.507
H 0.166 -0.017 -1.137
H -1.041 0.182 -0.149
H 1.017 0.773 0.198
H -0.569 0.766 -0.167
H 0.580 -0.877 -0.118
H 1.019 0.424 1.022
H 0.319 0.886 -0.903
H 0.851 -0.551 -0.321
H 0.914 -0.736 0.334
H -0.653 -0.987 0.350
H -0.344 0.716 1.076
H 0.044 -0.135 0.638
H 0.412 -0.325 0.014
H -1.027 0.007 -0.158
H -0.298 -0.308 -0.899
H -0.690 0.807 -0.028
H -0.916 -0.927 0.282
H 0.488 -0.731 1.025
H 1.002 -0.486 -0.651
H 0.639 0.691 -0.678
H 0.431 -0.750 -0.956
H -1.010 -0.166 0.252
O -0.295 -0.417 -0.513
C 0.415 0.055 0.189
O 0.181 0.052 0.439
C -0.295 0.018 -0.420
C -0.432 0.255 0.048
C -0.514 -0.120 -0.056
H 0.021 -0.043 0.046
H 0.252 -0.086 0.033
H 0.047 -0.084 -0.046
H 0.045 0.048 -0.061
H 0.046 -0.018 0.124
H 0.317 0.139 0.040
O 0.202 0.166 -0.448
C 0.102 -0.385 0.762
O -0.065 -0.140 0.076
C 0.093 0.143 -0.255
C -0.474 0.242 -0.093
C -0.298 0.120 -0.487
H -0.084 -0.227 0.059
H 0.194 -0.092 0.109
H 0.094 -0.012 -0.049
H 0.052 0.074 0.019
H -0.018 -0.125 0.066
H 0.161 0.009 0.306
O 0.136 -0.489 -0.024
C -0.471 0.421 0.024
O 0.050 0.391 -0.362
C 0.119 -0.399 0.477
C 0.315 0.124 0.301
C 0.456 -0.227 0.149
H 0.012 -0.001 -0.088
H -0.212 0.001 -0.181
H -0.038 -0.082 -0.069
H -0.049 -0.021 0.061
H 0.007 0.100 -0.119
H -0.318 0.167 -0.031
O 0.302 -0.053 -0.452
C -0.157 0.410 0.695
O 0.077 0.024 0.192
C -0.050 -0.111 -0.422
C -0.361 -0.344 -0.069
C 0.000 -0.491 -0.295
H -0.004 -0.039 0.026
H 0.139 0.194 0.088
H 0.096 0.040 -0.033
H -0.027 0.069 -0.047
H 0.033 -0.007 0.142
H -0.052 0.320 0.133

Results
- net charge = +1
- HOMO level (eV) = -10.880
- orbital gap (eV) = 6.852



Computed maximum force (hartree/bohr) in order:
0.0136, 0.0882